[1]
The following is a quantum chemistry calculation of the ion C2H4NO2 with charge +1, from OMol25.

Its total charge is +1. The HOMO energy comes out at -15.6 eV. The energy relative to the best compared isomer or geometry (same formula, charge and spin) is 205.33 kJ/mol. As for the structure (SMILES): [NH3+][C@H]1OC1=O.

CARTESIAN COORDINATES (ANGSTROEM)
C1 0.871 -1.139 -0.686
C2 -0.314 -0.303 -0.383
N1 -0.391 0.835 0.653
O1 1.660 -1.961 -0.381
O2 0.596 -0.147 -1.409
H1 -1.295 -0.663 -0.748
H2 0.321 1.566 0.606
H3 -0.176 0.572 1.739
H4 -1.272 1.239 0.609

Here are the natural (NBO) charges for atoms 1 to 5, given in e:
1. C 0.801
2. C 0.059
3. N -0.713
4. O -0.420
5. O -0.367

---

[2]
The following is a quantum chemistry calculation of the molecule C5H10O, from OMol25.

Its total charge is 0. The HOMO energy comes out at -10.2 eV. The energy relative to the best compared isomer or geometry (same formula, charge and spin) is 115.22 kJ/mol. As for the structure (SMILES): OCC1CCC1.

CARTESIAN COORDINATES (ANGSTROEM)
O1 2.677 0.198 0.106
C1 1.468 -0.401 0.516
C2 0.310 -0.023 -0.375
C3 -0.900 -0.909 -0.071
C4 -1.829 0.272 -0.431
C5 -0.614 1.213 -0.208
H1 3.330 0.037 0.797
H2 1.514 -1.509 0.452
H3 1.225 -0.150 1.562
H4 0.624 -0.106 -1.423
H5 -0.948 -1.081 1.012
H6 -0.914 -1.885 -0.565
H7 -2.163 0.265 -1.474
H8 -2.702 0.424 0.211
H9 -0.598 1.621 0.809
H10 -0.482 2.034 -0.919

Here are the natural (NBO) charges for atoms 1 to 5, given in e:
1. O -0.718
2. C -0.051
3. C -0.235
4. C -0.397
5. C -0.397

---

[3]
The following is a quantum chemistry calculation of the ion CH3IO2P with charge -1, from OMol25.

Its total charge is -1. The HOMO energy comes out at -4.9 eV. The energy relative to the best compared isomer or geometry (same formula, charge and spin) is 0.00 kJ/mol. As for the structure (SMILES): C[P@](=O)([O-])I.

CARTESIAN COORDINATES (ANGSTROEM)
C1 0.867 -0.271 0.421
O1 -1.746 0.074 0.916
O2 -1.326 -0.918 -1.445
P1 -0.881 -0.110 -0.271
I1 -0.408 2.174 -1.207
H1 1.485 -0.196 -0.493
H2 1.113 0.495 1.188
H3 0.896 -1.247 0.890

Here are the natural (NBO) charges for atoms 1 to 5, given in e:
1. C -1.005
2. O -1.150
3. O -1.123
4. P 2.073
5. I -0.473

---

[4]
The following is a quantum chemistry calculation of a cluster of 2 separate species, C2H3NO2 in total, from OMol25.

Its total charge is 0. The HOMO energy comes out at -8.7 eV. The energy relative to the best compared isomer or geometry (same formula, charge and spin) is 209.92 kJ/mol.

CARTESIAN COORDINATES (ANGSTROEM)
N1 -1.445 -0.007 0.357
C1 -0.171 0.081 0.022
O1 0.193 1.227 -0.503
C2 1.908 -0.556 -0.256
O2 2.231 -1.609 0.054
H1 -2.134 0.726 0.230
H2 -1.749 -0.881 0.757
H3 1.168 1.019 -0.661

Here are the natural (NBO) charges for atoms 1 to 5, given in e:
1. N -0.791
2. C 0.326
3. O -0.694
4. C 0.391
5. O -0.510

---

[5]
The following is a quantum chemistry calculation of the molecule C4H3NO, from OMol25.

Its total charge is 0. The HOMO energy comes out at -9.7 eV. The energy relative to the best compared isomer or geometry (same formula, charge and spin) is 160.45 kJ/mol. As for the structure (SMILES): O=C1C=CN=C1.

CARTESIAN COORDINATES (ANGSTROEM)
C1 -0.789 0.083 0.112
C2 0.187 1.295 -0.007
C3 1.339 0.541 -0.030
C4 0.080 -1.216 -0.044
H1 0.203 2.371 0.165
H2 2.254 0.934 -0.168
H3 -0.685 -2.074 0.125
N1 1.307 -0.853 0.027
O1 -1.978 0.065 -0.062

Here are the natural (NBO) charges for atoms 1 to 5, given in e:
1. C 0.481
2. C -0.361
3. C 0.026
4. C 0.042
5. H 0.252

---

[6]
The following is a quantum chemistry calculation of a structure of composition C35H43ClHgP2Si2, from OMol25.

Its total charge is 0. The HOMO energy (spin up / spin down) comes out at -5.9 / -4.9 eV.

CARTESIAN COORDINATES (ANGSTROEM)
C1 -2.355 -0.720 4.287
C2 -3.085 -0.433 3.092
C3 -2.800 -1.449 2.152
H1 -3.733 0.425 2.933
C4 -1.884 -2.355 2.747
C5 -1.599 -1.902 4.062
H2 -0.956 -2.392 4.789
H3 -2.375 -0.148 5.216
H4 -3.225 -1.542 1.160
H5 -1.477 -3.241 2.277
Hg1 3.358 -0.067 0.048
Si1 -0.207 -0.115 -0.464
C6 -1.151 1.416 -0.247
C7 -0.604 2.623 -0.709
H6 0.473 2.717 -0.864
C8 -1.447 3.677 -1.061
H7 -1.043 4.555 -1.549
C9 -2.815 3.577 -0.811
H8 -3.477 4.415 -1.008
C10 -3.340 2.385 -0.306
H9 -4.397 2.276 -0.136
C11 -2.515 1.302 -0.028
H10 -2.912 0.367 0.349
C12 -1.097 -1.602 -0.911
C13 -2.100 -1.444 -1.859
H11 -2.294 -0.474 -2.303
C14 -2.839 -2.566 -2.234
H12 -3.641 -2.438 -2.959
C15 -2.560 -3.823 -1.678
H13 -3.188 -4.685 -1.928
C16 -1.502 -3.963 -0.772
H14 -1.238 -4.941 -0.369
C17 -0.762 -2.854 -0.382
H15 0.064 -2.938 0.339
H16 0.236 0.296 -2.043
Si2 1.597 0.151 -3.091
C18 1.214 -1.519 -3.782
C19 0.501 -1.692 -5.001
H17 0.382 -0.867 -5.695
C20 -0.150 -2.880 -5.301
H18 -0.875 -2.922 -6.109
C21 0.057 -4.007 -4.507
H19 -0.458 -4.955 -4.755
C22 0.850 -3.879 -3.364
H20 0.901 -4.739 -2.671
C23 1.468 -2.682 -3.037
H21 2.117 -2.645 -2.168
C24 0.845 1.292 -4.254
C25 -0.541 1.175 -4.422
H22 -1.020 0.223 -4.220
C26 -1.271 2.286 -4.818
H23 -2.358 2.225 -4.770
C27 -0.593 3.441 -5.207
H24 -1.162 4.328 -5.469
C28 0.803 3.451 -5.265
H25 1.345 4.337 -5.574
C29 1.530 2.331 -4.877
H26 2.603 2.272 -5.025
H27 0.406 -0.494 0.828
Cl1 3.469 0.888 -2.558
C30 4.749 -0.935 2.991
P1 3.020 -0.436 2.519
C31 1.855 -1.697 3.250
C32 2.793 1.149 3.465
C33 1.615 2.054 3.030
P2 0.897 3.099 4.391
C34 2.238 3.277 5.634
C35 -0.106 1.810 5.229
H28 4.774 -1.898 3.531
H29 5.264 -0.144 3.560
H30 5.296 -1.070 2.058
H31 1.234 -1.313 4.080
H32 1.147 -2.002 2.459
H33 2.384 -2.613 3.589
H34 2.727 0.927 4.517
H35 3.707 1.705 3.277
H36 1.946 2.787 2.253
H37 0.777 1.478 2.560
H38 1.947 2.791 6.575
H39 3.203 2.893 5.281
H40 2.337 4.356 5.816
H41 -0.365 0.990 4.548
H42 -1.037 2.303 5.546
H43 0.417 1.430 6.120

Here are the Mulliken charges for atoms 1 to 5, given in e:
1. C -0.294
2. C -0.858
3. C -0.299
4. H 0.418
5. C -0.300

---

[7]
The following is a quantum chemistry calculation of a structure of composition C5H5NO, from OMol25.

Its total charge is 0. The HOMO energy comes out at -10.0 eV. The energy relative to the best compared isomer or geometry (same formula, charge and spin) is 322.51 kJ/mol.

CARTESIAN COORDINATES (ANGSTROEM)
N1 2.145 1.521 0.105
C1 1.852 0.408 0.252
C2 0.905 -0.713 0.314
O1 0.032 -0.505 1.432
C3 -1.067 -0.328 0.541
C4 -0.831 0.881 -0.385
C5 -0.236 -0.504 -0.693
H1 1.389 -1.685 0.324
H2 -1.998 -0.816 0.858
H3 -1.740 1.027 -1.016
H4 -0.087 1.826 -0.138
H5 -0.365 -1.111 -1.594

Here are the natural (NBO) charges for atoms 1 to 5, given in e:
1. N -0.310
2. C 0.259
3. C -0.001
4. O -0.488
5. C 0.094

---

[8]
The following is a quantum chemistry calculation of the molecule C17H19ClN2O4S, from OMol25.

Its total charge is 0. The HOMO energy comes out at -8.7 eV. The energy relative to the best compared isomer or geometry (same formula, charge and spin) is 32.80 kJ/mol. As for the structure (SMILES): O=C(CSc1nnc(COc2ccc(Cl)cc2)o1)OC1CCCCC1.

CARTESIAN COORDINATES (ANGSTROEM)
O1 3.373 3.171 -0.847
C1 2.613 2.533 -0.171
O2 2.578 1.218 -0.071
C2 3.474 0.443 -0.886
C3 4.712 0.064 -0.074
C4 4.344 -0.855 1.087
C5 3.635 -2.104 0.572
C6 2.371 -1.710 -0.185
C7 2.709 -0.792 -1.357
H1 1.795 -0.473 -1.864
H2 3.331 -1.324 -2.078
H3 1.697 -1.190 0.499
H4 1.857 -2.599 -0.556
H5 3.378 -2.757 1.408
H6 4.303 -2.655 -0.094
H7 3.682 -0.322 1.773
H8 5.246 -1.132 1.635
H9 5.414 -0.439 -0.740
H10 5.188 0.975 0.296
H11 3.765 1.066 -1.741
C8 1.533 3.193 0.676
H12 1.975 3.974 1.293
H13 0.789 3.633 0.010
S1 0.691 2.040 1.796
C9 -0.163 1.131 0.611
N1 -0.297 1.399 -0.653
N2 -1.035 0.401 -1.174
C10 -1.313 -0.421 -0.218
O3 -0.783 -0.013 0.962
C11 -2.097 -1.685 -0.310
O4 -3.214 -1.702 0.545
C12 -4.260 -0.856 0.294
C13 -5.312 -0.926 1.207
C14 -6.426 -0.128 1.057
C15 -6.495 0.752 -0.014
C16 -5.457 0.831 -0.925
C17 -4.338 0.028 -0.776
H14 -3.539 0.115 -1.495
H15 -5.516 1.518 -1.754
Cl1 -7.888 1.757 -0.208
H16 -7.237 -0.184 1.765
H17 -5.233 -1.618 2.030
H18 -1.474 -2.519 0.030
H19 -2.377 -1.840 -1.359

Here are the natural (NBO) charges for atoms 1 to 5, given in e:
1. O -0.589
2. C 0.804
3. O -0.524
4. C 0.091
5. C -0.421

---

| no. | DFT total energy (hartree) |
| --- | --- |
| 1 | -283.4780 |
| 2 | -271.7087 |
| 3 | -829.5974 |
| 4 | -283.1781 |
| 5 | -284.1120 |
| 6 | -3234.5597 |
| 7 | -323.3968 |
| 8 | -1928.0550 |